The following is a DFT calculation (the ωB97M-V functional and the def2-TZVPD basis) of C27H54OP2ReSi as an isolated structure in a non-equilibrium geometry.

```
86
Properties=species:S:1:pos:R:3:lowdin_spin:R:1
Re -0.09552 0.04618 0.10355 2.220
C -1.67901 1.60312 0.20053 0.032
C -2.07736 0.66463 -0.86437 0.067
C -1.94760 -0.56491 1.11666 -0.004
C -1.68443 0.85772 1.42827 0.006
C -2.21025 -0.68817 -0.25921 0.016
C -1.75278 3.11265 0.06772 0.007
H -1.42962 3.50094 -0.92559 0.001
H -1.15216 3.66678 0.81816 0.000
H -2.80823 3.48862 0.19974 0.001
C -1.72963 1.49279 2.80896 -0.002
H -1.48084 2.54627 2.84077 0.000
H -1.01179 1.08403 3.51017 -0.001
H -2.66240 1.32532 3.30610 -0.002
C -2.17274 -1.61738 2.16941 0.002
H -3.25643 -1.72111 2.43838 -0.001
H -1.66576 -1.42529 3.15269 0.001
H -1.83891 -2.63754 1.88300 -0.001
C -3.08971 -1.81415 -0.74118 0.002
H -4.16132 -1.57643 -0.50795 -0.001
H -2.91031 -2.78110 -0.22073 0.000
H -3.10748 -2.07243 -1.83284 0.000
C -2.88014 1.17362 -1.97245 0.014
H -3.84555 1.59871 -1.57105 0.003
H -3.22848 0.43092 -2.71771 0.000
H -2.44185 2.04011 -2.53436 0.000
C 1.50128 0.44704 -3.35621 0.026
C 0.51645 1.28728 -3.50817 0.021
C -0.08240 1.64698 -4.82186 0.002
C -0.94967 0.50026 -5.37061 0.000
C -0.98894 -0.69298 -4.49413 0.001
C 0.05246 -1.55457 -4.40771 0.001
C 1.32656 -1.33909 -5.11781 0.000
C 2.19267 -0.23369 -4.49130 0.003
H 0.72366 1.89095 -5.53782 0.001
H -0.53650 0.20840 -6.35737 0.000
H -0.67162 2.59558 -4.74646 0.000
H 2.47326 0.50838 -5.25691 0.001
H 1.92315 0.07357 -2.37430 0.017
H -0.04474 1.81948 -2.66562 0.010
H 3.16873 -0.65562 -4.14937 0.000
H 1.88566 -2.29629 -5.22298 0.000
H -0.10826 -2.58266 -3.99659 0.000
H 1.12755 -1.06902 -6.17207 0.000
H -1.96638 0.85049 -5.65607 0.000
H -1.99665 -1.04777 -4.11860 0.000
P 1.63728 1.73859 0.65602 0.058
C 1.35456 2.61891 2.25353 -0.002
H 2.23098 3.24352 2.50118 -0.001
H 1.21040 1.95579 3.13438 0.001
H 0.48682 3.30232 2.22112 0.000
C 3.38492 1.26436 0.93212 0.025
H 3.95679 2.12642 1.35395 0.003
H 3.89561 0.98274 -0.00891 0.000
H 3.50038 0.42537 1.63820 0.000
C 1.91600 3.28784 -0.28888 0.005
H 2.41986 3.11303 -1.25003 0.000
H 2.58225 3.97388 0.29027 0.000
H 0.98493 3.85067 -0.48611 0.000
P 0.90586 -2.17134 -0.15432 0.089
C -0.23158 -3.59612 -0.54066 0.003
H 0.36903 -4.44985 -0.92516 0.000
H -1.03023 -3.40382 -1.25708 0.000
H -0.75707 -3.97613 0.36965 0.000
C 2.57573 -2.56893 -0.82432 0.025
H 2.57203 -2.77492 -1.91093 0.000
H 3.00157 -3.50024 -0.37837 0.003
H 3.31879 -1.77377 -0.62586 0.000
C 1.34321 -3.11570 1.39428 0.014
H 1.56799 -4.18825 1.14737 0.000
H 0.52925 -3.14170 2.12133 0.000
H 2.24331 -2.73203 1.87479 0.000
C 1.25648 -1.27782 4.25263 0.007
Si 0.04484 -0.05845 3.94355 0.021
C -1.39659 -0.57018 5.20093 0.001
C 0.72281 1.31166 5.17807 0.008
O 0.06894 -0.00631 2.14220 0.293
H 1.45693 -1.28521 5.32856 0.001
H 2.17711 -1.05587 3.70931 0.000
H 0.87068 -2.27015 3.99315 0.000
H -0.98986 -0.47332 6.21764 0.000
H -2.30516 0.06239 5.17396 0.000
H -1.69102 -1.61566 5.14196 0.000
H 1.78337 1.49668 5.03492 0.000
H 0.15871 2.25631 5.17098 0.000
H 0.64816 0.90466 6.19986 0.000
```

Summary:
ΔE to the lowest compared entry with this formula, charge and spin	75.5	kcal per mole
maximum force	3.74	eV Å⁻¹
spin multiplicity	4
expectation value of S²	3.785
charge	+2